A cluster of 15 separate species, C56H86Br4O39 in total at a distorted geometry. Source: the Open Molecules 2025 dataset; level of theory: ωB97M-V/def2-TZVPD.

- 2S+1 = 2
- largest force on an atom (eV/Å) = 6.1
- ⟨S²⟩ = 0.7556
- HOMO (alpha / beta) (Ha) = -0.430 / -0.430
- total charge = +1

Each line ends with the Mulliken charge.
Positions of all 185 atoms, in Å:
Br -2.70 -0.91 7.37  -0.16
C -2.84 -2.38 6.00  -0.78
C -1.69 -2.29 4.92  0.36
Br -1.86 -3.66 3.53  -0.11
H -3.80 -2.26 5.49  0.29
H -2.77 -3.24 6.66  0.49
H -0.77 -2.43 5.48  0.38
H -1.55 -1.28 4.52  -0.36
Br 5.16 -6.72 -1.15  0.25
C 3.47 -5.90 -0.30  -0.62
C 2.93 -4.78 -1.26  0.20
Br 2.10 -5.59 -2.83  0.04
H 3.68 -5.56 0.71  0.32
H 2.74 -6.69 -0.14  0.51
H 3.69 -4.08 -1.59  0.72
H 2.14 -4.26 -0.71  -0.37
C -0.23 1.50 -4.49  0.44
C -1.07 2.35 -5.40  0.92
C -0.28 3.44 -6.12  -0.11
O -0.97 3.53 -7.37  -0.34
C -1.60 2.43 -7.57  0.41
O -2.03 2.03 -8.66  -0.63
O -1.61 1.66 -6.45  -0.46
H -0.09 2.02 -3.54  -0.63
H 0.74 1.33 -4.95  0.58
H -0.78 0.59 -4.24  -0.50
H -1.92 2.81 -4.89  -0.10
H 0.76 3.25 -6.39  0.27
H -0.28 4.41 -5.62  0.05
C 3.39 3.36 4.70  -1.32
C 2.86 2.04 5.17  0.67
C 2.26 2.07 6.59  -0.63
O 0.91 1.82 6.46  -0.42
C 0.60 1.51 5.22  0.08
O -0.41 0.91 4.84  -0.39
O 1.67 1.85 4.44  0.56
H 4.32 3.70 5.15  0.47
H 2.58 4.09 4.75  0.47
H 3.65 3.28 3.64  -0.04
H 3.46 1.16 4.94  0.08
H 2.45 3.00 7.12  0.34
H 2.61 1.14 7.05  0.33
C 0.54 4.24 2.06  -1.02
C 1.85 4.91 1.78  1.12
C 1.89 5.68 0.47  0.84
O 2.32 6.94 0.79  -0.41
C 2.24 7.11 2.13  0.45
O 2.42 8.20 2.69  -0.62
O 1.97 5.97 2.73  -0.44
H -0.33 4.80 1.71  0.58
H 0.43 3.96 3.11  0.32
H 0.28 3.42 1.39  -0.29
H 2.65 4.18 1.90  -0.34
H 0.85 5.77 0.18  -0.19
H 2.50 5.18 -0.29  -0.23
C 6.21 0.91 -0.12  -1.26
C 5.63 0.12 1.09  0.33
C 4.05 -0.04 1.16  0.39
O 3.80 -1.40 1.40  0.48
C 4.87 -2.05 1.02  0.17
O 4.91 -3.25 0.80  -0.60
O 5.86 -1.23 0.64  -0.41
H 6.04 1.98 -0.02  0.31
H 5.78 0.49 -1.03  0.22
H 7.28 0.80 -0.26  0.50
H 6.13 0.32 2.04  0.36
H 3.57 0.36 0.26  -0.27
H 3.68 0.54 2.00  -0.24
C -0.28 -7.59 -0.78  -1.00
C -1.49 -6.72 -1.16  0.55
C -1.62 -5.39 -0.39  0.53
O -1.68 -4.45 -1.45  0.25
C -1.49 -5.06 -2.64  0.21
O -1.66 -4.47 -3.76  -0.57
O -1.27 -6.34 -2.47  -0.34
H -0.05 -8.39 -1.48  0.37
H -0.39 -8.03 0.22  0.42
H 0.57 -6.91 -0.84  -0.18
H -2.44 -7.26 -1.08  0.30
H -0.78 -5.14 0.26  -0.10
H -2.53 -5.26 0.20  -0.40
C -3.62 1.46 3.26  -0.44
C -4.03 2.28 2.00  1.63
C -5.38 3.00 2.03  -0.36
O -4.96 4.39 1.86  -0.38
C -3.69 4.54 1.78  0.44
O -3.06 5.60 1.66  -0.65
O -3.08 3.36 1.88  0.03
H -2.56 1.23 3.27  -0.40
H -4.14 0.50 3.18  -0.10
H -3.89 1.91 4.22  0.52
H -4.09 1.73 1.05  -0.79
H -5.96 2.86 2.95  0.30
H -6.07 2.77 1.22  0.24
C 0.30 -2.39 -5.67  -1.38
C 1.57 -2.40 -4.74  1.69
C 2.82 -3.00 -5.34  -0.22
O 3.83 -2.02 -5.15  -0.37
C 3.32 -0.95 -4.61  0.25
O 3.94 0.01 -4.16  -0.53
O 1.96 -1.10 -4.52  0.05
H -0.51 -2.07 -5.01  -0.03
H 0.07 -3.40 -6.01  0.47
H 0.25 -1.78 -6.57  0.43
H 1.33 -2.94 -3.82  -0.81
H 2.63 -3.21 -6.40  0.31
H 3.07 -3.91 -4.78  0.16
C 3.43 -5.32 5.67  -1.43
C 3.19 -4.45 4.44  0.46
C 1.75 -4.38 3.90  -0.42
O 1.54 -3.02 3.73  0.31
C 2.52 -2.30 4.18  -0.15
O 2.51 -1.05 4.13  -0.42
O 3.46 -3.07 4.79  -0.38
H 4.40 -5.00 6.05  0.37
H 3.42 -6.39 5.45  0.37
H 2.65 -5.10 6.40  0.38
H 3.67 -4.79 3.53  0.07
H 1.06 -4.72 4.68  0.36
H 1.65 -5.00 3.01  0.23
C -4.46 -1.89 -3.43  -1.69
C -4.31 -0.72 -2.40  2.38
C -3.75 0.55 -2.93  0.47
O -4.45 1.54 -2.15  -0.19
C -5.58 0.96 -1.70  0.41
O -6.48 1.52 -1.07  -0.62
O -5.58 -0.37 -1.95  -0.42
H -5.22 -1.61 -4.17  0.40
H -4.73 -2.86 -3.03  0.35
H -3.52 -2.03 -3.97  0.23
H -3.71 -1.12 -1.58  -0.95
H -3.90 0.78 -3.99  0.19
H -2.69 0.61 -2.68  -0.48
C -0.64 0.22 1.56  0.46
C 0.21 -0.27 0.37  2.71
C 0.56 -1.69 0.43  0.92
O 0.03 -2.18 -0.76  -0.02
C -0.66 -1.30 -1.44  -0.67
O -1.41 -1.50 -2.40  -0.12
O -0.44 -0.09 -0.87  0.44
H -1.02 1.24 1.51  -0.65
H 0.00 0.14 2.43  0.40
H -1.51 -0.42 1.71  -0.93
H 1.09 0.37 0.37  -1.71
H 0.16 -2.23 1.30  -0.47
H 1.61 -1.90 0.23  -0.42
C -5.42 -4.10 1.67  -1.43
C -5.14 -2.65 2.19  1.03
C -4.27 -1.81 1.21  0.90
O -5.00 -0.65 1.29  0.17
C -6.20 -0.71 1.88  0.35
O -7.03 0.20 2.03  -0.60
O -6.41 -1.98 2.22  -0.42
H -6.11 -4.02 0.83  0.43
H -5.93 -4.63 2.48  0.42
H -4.48 -4.59 1.40  0.12
H -4.68 -2.71 3.17  -0.37
H -4.21 -2.31 0.25  0.12
H -3.27 -1.72 1.64  -0.84
C -1.61 3.28 -1.22  0.73
C -1.95 4.23 -2.40  0.16
C -2.40 5.59 -1.84  -0.27
O -1.68 6.55 -2.60  -0.40
C -0.71 5.96 -3.26  0.46
O 0.22 6.49 -3.84  -0.59
O -0.83 4.64 -3.09  0.23
H -2.52 3.08 -0.65  -0.09
H -0.76 3.46 -0.57  0.01
H -1.36 2.34 -1.72  -1.00
H -2.67 3.77 -3.08  0.04
H -2.15 5.61 -0.78  0.20
H -3.46 5.75 -2.05  0.37
C 3.26 4.84 -3.61  -1.34
C 3.39 3.43 -3.10  0.41
C 4.46 3.18 -2.10  -0.77
O 3.68 2.64 -1.00  0.07
C 2.44 2.62 -1.25  -0.41
O 1.56 2.37 -0.44  0.11
O 2.25 3.08 -2.43  0.29
H 2.90 5.59 -2.91  0.23
H 2.47 4.81 -4.36  0.20
H 4.10 5.33 -4.11  0.40
H 3.31 2.67 -3.88  0.37
H 4.85 4.16 -1.82  0.35
H 5.21 2.47 -2.44  0.46



A cluster of 13 separate species, C56H88Cl24F3NO5 in total at a distorted geometry. Source: the Open Molecules 2025 dataset; level of theory: ωB97M-V/def2-TZVPD.

- largest force on an atom (eV/Å) = 3.9
- HOMO (Ha) = -0.312

Each line ends with the Mulliken charge.
Positions of all 177 atoms, in Å:
C 2.64 0.28 3.41  -0.31
O 3.90 0.78 2.96  -0.48
C 3.74 1.39 1.66  0.93
C 5.04 1.18 0.84  -1.38
C 4.81 0.26 -0.37  -0.38
C 5.13 -1.24 -0.10  -0.60
C 4.18 -2.08 -1.01  -1.20
C 2.92 -2.39 -0.16  0.67
C 1.81 -2.90 -1.10  -1.63
C 0.39 -2.84 -0.50  0.37
C -0.24 -3.98 0.01  -0.31
O 0.37 -5.22 0.06  -0.70
C 1.56 -5.25 0.86  0.38
C 1.43 -5.98 2.22  -1.38
N 0.12 -5.86 2.87  0.09
C 0.15 -5.11 4.12  -1.73
C -0.07 -3.62 3.91  2.03
C 0.34 -2.78 5.16  -0.64
O -1.45 -3.33 3.66  -0.62
C -1.55 -3.93 0.52  1.66
C -2.27 -5.18 1.03  -1.83
C -2.27 -2.75 0.55  -1.05
C -1.64 -1.61 0.06  1.33
C -0.36 -1.66 -0.46  -0.08
C 0.20 -0.35 -0.97  0.29
O 1.39 -0.09 -1.01  -0.62
C -0.81 0.69 -1.40  0.19
C -0.48 1.68 -2.33  -0.65
C -1.42 2.62 -2.68  -1.05
C -2.77 2.63 -2.17  -0.19
C -3.80 3.63 -2.63  -0.11
C -5.20 3.41 -2.01  -0.53
C -6.28 4.21 -2.70  0.02
F -5.96 5.28 -3.47  -0.30
C -7.57 3.90 -2.59  0.45
F -8.02 3.26 -1.52  -0.21
F -8.48 4.20 -3.50  -0.22
C -3.08 1.64 -1.25  -0.65
C -2.11 0.72 -0.87  0.80
C -2.44 -0.32 0.15  -0.46
O -3.28 -0.19 1.02  -0.68
H 2.48 -0.70 2.92  0.08
H 1.81 0.96 3.18  0.02
H 2.68 0.16 4.50  0.32
H 3.58 2.47 1.80  0.28
H 2.88 0.92 1.17  -0.48
H 5.31 2.17 0.44  0.40
H 5.87 0.87 1.49  0.34
H 3.74 0.29 -0.61  -0.07
H 5.35 0.55 -1.28  0.54
H 6.19 -1.49 -0.25  0.62
H 4.88 -1.49 0.94  0.35
H 3.94 -1.56 -1.94  0.40
H 4.72 -3.00 -1.29  0.38
H 3.27 -3.16 0.55  0.88
H 2.65 -1.48 0.39  -0.39
H 1.83 -2.26 -1.99  0.70
H 1.99 -3.92 -1.46  0.51
H 2.30 -5.80 0.27  0.56
H 1.91 -4.24 1.07  -0.78
H 1.77 -7.02 2.17  0.46
H 2.15 -5.48 2.90  0.36
H -0.30 -6.78 3.00  0.31
H 1.05 -5.31 4.73  0.28
H -0.69 -5.45 4.75  0.52
H 0.53 -3.23 3.06  -0.75
H -0.13 -1.79 5.02  -0.01
H 1.43 -2.69 5.24  0.27
H -0.11 -3.29 6.02  0.03
H -1.49 -2.43 3.31  0.28
H -3.21 -5.27 0.48  0.53
H -1.63 -6.05 0.86  0.23
H -2.47 -5.11 2.10  0.20
H -3.29 -2.72 0.94  0.45
H 0.50 1.71 -2.80  0.51
H -1.14 3.38 -3.41  0.46
H -3.92 3.51 -3.72  0.23
H -3.48 4.66 -2.43  0.26
H -5.20 3.63 -0.93  0.37
H -5.48 2.36 -2.10  0.33
H -4.06 1.53 -0.78  0.53
Cl -5.67 6.64 -9.06  -0.22
C -6.79 6.22 -7.73  -0.57
C -6.07 5.68 -6.53  -0.24
Cl -5.36 4.07 -6.84  -0.21
H -7.52 5.51 -8.12  0.40
H -7.32 7.14 -7.46  0.37
H -6.77 5.56 -5.70  0.19
H -5.27 6.34 -6.21  0.27
Cl -1.27 3.34 -0.23  0.00
C -0.79 3.37 1.50  0.35
C -0.25 4.71 1.93  0.38
Cl 1.34 5.05 1.19  -0.21
H -0.07 2.58 1.65  -0.22
H -1.69 3.14 2.07  -0.06
H -0.10 4.71 3.02  -0.54
H -0.92 5.52 1.68  0.44
Cl -2.15 -0.54 6.32  -0.05
C -3.10 -1.01 7.76  -0.56
C -2.24 -1.52 8.89  -0.46
Cl -1.50 -3.10 8.51  -0.18
H -3.83 -1.75 7.45  0.33
H -3.63 -0.12 8.08  0.30
H -2.84 -1.66 9.78  0.34
H -1.44 -0.82 9.12  0.30
Cl 9.19 -3.84 3.55  -0.19
C 9.03 -2.54 2.35  -0.57
C 7.60 -2.07 2.22  -0.38
Cl 6.55 -3.31 1.49  -0.13
H 9.41 -2.90 1.40  0.37
H 9.65 -1.72 2.68  0.34
H 7.55 -1.19 1.58  0.28
H 7.18 -1.81 3.19  0.35
Cl 5.17 2.99 6.19  -0.19
C 4.95 4.19 4.89  -0.29
C 3.56 4.78 4.90  -0.66
Cl 2.33 3.58 4.40  -0.03
H 5.18 3.72 3.94  0.14
H 5.68 4.98 5.07  0.37
H 3.50 5.60 4.19  0.27
H 3.28 5.16 5.88  0.39
Cl -3.61 3.35 3.89  -0.16
C -3.04 3.35 5.58  -0.37
C -2.41 4.66 5.97  -0.50
Cl -0.84 4.96 5.16  -0.14
H -2.35 2.52 5.70  0.15
H -3.91 3.17 6.20  0.36
H -2.20 4.66 7.04  0.32
H -3.06 5.50 5.74  0.35
Cl 4.85 -4.14 6.14  -0.14
C 6.61 -4.30 6.35  0.13
C 7.03 -5.72 6.62  -0.36
Cl 6.49 -6.28 8.23  -0.21
H 6.92 -3.63 7.15  0.37
H 7.07 -3.96 5.42  -0.34
H 8.12 -5.79 6.61  0.32
H 6.63 -6.41 5.88  0.24
Cl 6.00 -9.21 5.57  -0.19
C 4.92 -9.74 6.88  -0.44
C 5.68 -10.24 8.08  -0.34
Cl 6.52 -11.78 7.75  -0.19
H 4.25 -10.50 6.49  0.38
H 4.32 -8.87 7.17  0.25
H 5.00 -10.42 8.91  0.32
H 6.43 -9.51 8.41  0.21
Cl -7.29 11.91 -8.57  -0.19
C -5.54 11.61 -8.37  -0.43
C -5.24 10.16 -8.08  -0.36
Cl -5.81 9.67 -6.46  -0.19
H -5.18 12.26 -7.57  0.32
H -5.06 11.91 -9.30  0.31
H -4.16 10.00 -8.10  0.32
H -5.70 9.51 -8.82  0.23
Cl -5.96 3.17 -12.48  -0.19
C -7.09 2.74 -11.17  -0.41
C -6.37 2.19 -9.96  -0.13
Cl -5.66 0.58 -10.28  -0.20
H -7.81 2.03 -11.57  0.36
H -7.61 3.65 -10.90  0.25
H -7.07 2.07 -9.14  0.30
H -5.57 2.85 -9.63  0.01
Cl -2.31 4.15 -9.22  -0.16
C -1.99 3.46 -10.83  -0.45
C -1.92 1.95 -10.80  -0.19
Cl -0.47 1.37 -9.93  -0.20
H -1.07 3.89 -11.21  0.39
H -2.81 3.77 -11.48  0.21
H -1.85 1.56 -11.82  0.32
H -2.79 1.52 -10.32  0.07
Cl 2.77 -3.94 -4.76  -0.18
C 1.25 -4.86 -4.61  -0.22
C 0.06 -4.07 -5.09  -0.65
Cl -0.32 -2.70 -4.01  -0.04
H 1.14 -5.16 -3.57  0.07
H 1.37 -5.76 -5.22  0.39
H -0.82 -4.71 -5.11  0.29
H 0.21 -3.67 -6.09  0.36